{
  "formula": "CH2ClFS",
  "method": "ωB97M-V with the def2-TZVPD basis set",
  "orbital_gap_ev": 8.3,
  "e_lumo_ha": -0.034,
  "homo_ev": -9.232,
  "de_lowest_ev": 1.826,
  "species": ["Cl", "S", "F", "C", "H", "H"],
  "coordinates": [[2.093, -0.276, -0.295], [-0.740, 0.446, 1.605], [-0.304, -1.084, -0.820], [0.451, 0.015, -0.523], [0.197, 0.998, -1.016], [-1.696, -0.099, 1.048]]
}

{
  "formula": "C28H36N3O9S2",
  "method": "ωB97M-V with the def2-TZVPD basis set",
  "orbital_gap_ev": 7.8,
  "e_lumo_ha": -0.125,
  "homo_ev": -11.176,
  "charge": 1,
  "species": ["S", "S", "O", "O", "O", "O", "O", "O", "O", "O", "O", "N", "N", "N", "C", "C", "C", "C", "C", "C", "C", "C", "C", "C", "C", "C", "C", "C", "C", "C", "C", "C", "C", "C", "C", "C", "C", "C", "C", "C", "C", "C", "H", "H", "H", "H", "H", "H", "H", "H", "H", "H", "H", "H", "H", "H", "H", "H", "H", "H", "H", "H", "H", "H", "H", "H", "H", "H", "H", "H", "H", "H", "H", "H", "H", "H", "H", "H"],
  "coordinates": [[3.722, 2.496, 1.690], [4.620, 0.538, -0.322], [1.874, -1.428, -6.932], [-1.930, -0.451, 4.603], [-0.168, 0.592, 6.355], [3.497, -1.078, 3.965], [-2.690, 5.775, 5.932], [-5.331, 6.059, 6.233], [-5.977, 1.449, 6.780], [1.744, -2.037, 2.175], [-3.322, 1.178, 6.562], [6.997, 4.175, -1.369], [1.924, -1.608, -3.280], [5.401, 3.169, -0.222], [1.601, -1.859, -5.837], [-0.428, -2.419, -3.273], [-5.764, 3.762, 6.511], [1.735, -0.211, 5.231], [-4.908, 4.922, 6.298], [6.074, 5.154, -0.955], [-5.459, -1.854, -4.452], [4.633, 2.191, 0.386], [-5.231, 2.537, 6.589], [3.071, -1.536, -2.303], [6.587, 3.056, -0.943], [-3.414, -3.089, -5.450], [1.263, -1.452, 3.139], [-4.071, -1.713, -5.158], [2.882, 0.028, -0.241], [1.070, -2.824, -3.120], [-2.900, 3.467, 6.230], [0.300, -0.020, 5.419], [2.191, -0.882, 4.169], [2.496, -1.418, -4.662], [-0.632, -0.617, 4.399], [-3.432, 4.693, 6.148], [-1.295, -3.495, -3.992], [-0.163, -1.285, 3.331], [5.132, 4.518, -0.241], [2.641, -1.366, -0.832], [-1.873, -3.032, -5.370], [-3.753, 2.316, 6.465], [-6.269, -1.697, -5.170], [-5.356, 0.698, 6.801], [-5.567, -1.087, -3.675], [-2.172, -3.659, -3.352], [-0.827, -2.147, -2.287], [3.748, -2.380, -2.475], [2.175, 0.745, -0.681], [0.758, -2.576, -5.762], [2.653, -0.338, -4.790], [3.233, -2.077, -0.237], [1.149, -3.235, -2.107], [-2.029, 0.060, 5.436], [3.500, -1.856, -4.697], [-0.820, -1.716, 2.589], [-1.498, -2.039, -5.660], [1.345, -3.641, -3.794], [-1.476, -3.730, -6.125], [-3.836, -3.881, -4.822], [-0.752, -4.443, -4.072], [-3.413, -1.102, -4.522], [4.276, 4.982, 0.232], [-6.827, 3.936, 6.600], [3.647, -0.641, -2.586], [1.596, -1.658, -0.662], [6.128, 6.209, -1.178], [2.395, 0.208, 5.977], [1.340, -0.798, -3.064], [-3.313, 6.527, 5.920], [-0.513, -1.496, -3.875], [-5.522, -2.844, -3.990], [3.565, -1.586, 3.137], [-4.232, -1.167, -6.095], [-1.838, 3.288, 6.127], [2.616, -0.034, 0.822], [7.083, 2.109, -1.125], [-3.660, -3.338, -6.493]]
}

{
  "formula": "C13H16Si",
  "method": "ωB97M-V with the def2-TZVPD basis set",
  "smiles": "C=C[Si](C=C)=CC[C@@H]1C=CC=CC1=C",
  "orbital_gap_ev": 7.9,
  "e_lumo_ha": 0.015,
  "homo_ev": -7.465,
  "de_lowest_ev": 7.647,
  "species": ["Si", "C", "C", "C", "C", "C", "C", "C", "C", "C", "C", "C", "C", "C", "H", "H", "H", "H", "H", "H", "H", "H", "H", "H", "H", "H", "H", "H", "H", "H"],
  "coordinates": [[1.921, -0.169, -0.181], [-1.642, 0.280, 0.903], [-3.306, 0.989, -0.712], [-3.033, -1.364, -0.122], [-1.675, -1.114, 0.419], [-2.446, 1.345, 0.273], [1.467, 1.579, -0.847], [2.374, 2.532, -0.595], [0.861, -1.575, -0.125], [-0.560, -1.470, -0.734], [3.858, -0.179, 0.252], [-0.916, 0.752, 1.946], [-3.722, -0.380, -0.701], [4.419, -1.374, 0.032], [-1.002, -2.463, -1.072], [5.442, -1.432, 0.133], [3.348, 2.403, 0.017], [-0.310, 0.121, 2.415], [1.077, -2.253, 0.608], [4.282, 0.847, 0.451], [3.895, -2.349, -0.155], [-1.271, -1.701, 1.149], [2.144, 3.499, -0.847], [-3.876, 1.586, -1.357], [0.579, 1.681, -1.274], [-0.752, -0.621, -1.368], [-4.661, -0.744, -1.173], [-2.144, 2.319, 0.487], [-3.475, -2.429, -0.172], [-0.874, 1.684, 2.350]]
}

{
  "formula": "C6H10O",
  "method": "ωB97M-V with the def2-TZVPD basis set",
  "orbital_gap_ev": 7.3,
  "e_lumo_ha": -0.005,
  "homo_ev": -7.409,
  "de_lowest_ev": 3.821,
  "species": ["O", "C", "C", "C", "C", "C", "C", "H", "H", "H", "H", "H", "H", "H", "H", "H", "H"],
  "coordinates": [[2.332, -0.693, -0.077], [-1.337, -0.558, 0.034], [1.163, 1.120, 0.788], [-1.172, 0.271, -1.242], [0.019, -1.177, 0.371], [-0.014, 1.879, 0.791], [1.166, -0.197, 0.328], [-0.127, 0.576, -1.315], [-1.772, 1.182, -1.203], [0.216, -2.022, -0.307], [0.046, -1.579, 1.394], [-1.646, 0.076, 0.866], [-1.387, -0.296, -2.149], [0.197, 2.910, 1.111], [2.159, 1.481, 1.045], [-2.082, -1.351, -0.099], [2.239, -1.622, -0.337]]
}

{
  "formula": "C28H23BFeN12O4",
  "method": "ωB97M-V with the def2-TZVPD basis set",
  "multiplicity": 6,
  "s_squared": 8.789,
  "orbital_gap_ev": [4.2, 5.7],
  "e_lumo_ha": [0.061, 0.054],
  "homo_ev": [-2.589, -4.240],
  "charge": -1,
  "species": ["Fe", "O", "O", "O", "O", "N", "N", "N", "N", "N", "N", "N", "N", "N", "N", "N", "N", "C", "C", "C", "C", "C", "C", "C", "C", "C", "C", "C", "C", "C", "C", "C", "C", "C", "C", "C", "C", "C", "C", "C", "C", "C", "C", "C", "C", "B", "H", "H", "H", "H", "H", "H", "H", "H", "H", "H", "H", "H", "H", "H", "H", "H", "H", "H", "H", "H", "H", "H", "H"],
  "coordinates": [[-1.838, -1.062, 0.761], [-8.268, -1.578, -0.463], [1.538, -0.777, -1.091], [-8.101, 0.480, -1.024], [2.609, -0.423, 0.984], [1.686, -2.882, 2.031], [-1.365, -1.609, -1.074], [-1.034, -2.776, -2.930], [-2.368, -2.526, 2.011], [-1.777, 0.941, 0.649], [-1.719, -1.653, -3.188], [0.024, -3.621, -1.013], [-1.937, -0.982, -2.127], [-3.641, -0.698, 0.971], [1.242, -2.437, 0.783], [1.395, -4.132, 2.176], [0.713, -4.618, 1.093], [3.382, 2.321, -2.008], [-2.970, 1.441, 0.229], [4.267, 2.345, -0.932], [0.593, -3.572, 0.255], [-7.598, -0.499, -0.438], [-4.095, -4.190, 2.093], [-1.943, -4.655, 3.087], [-5.416, 0.632, 0.088], [5.472, 3.257, -0.943], [-0.640, 2.943, 0.068], [-3.039, 2.765, -0.259], [5.467, 4.097, 0.334], [-0.673, 1.695, 0.641], [-3.680, -2.876, 1.777], [2.430, 1.312, -2.147], [-3.229, -5.096, 2.718], [5.535, 4.125, -2.204], [-6.271, -0.491, 0.173], [4.013, 1.518, 0.203], [-5.836, -1.651, 0.868], [2.991, 0.601, 0.087], [-0.802, -2.725, -1.636], [-1.610, -3.348, 2.761], [2.276, 0.407, -1.125], [-4.076, 0.485, 0.444], [6.718, 2.362, -0.922], [-4.466, -1.754, 1.191], [-1.855, 3.527, -0.322], [1.705, -1.221, 0.237], [7.612, 2.998, -1.086], [-0.745, -2.833, 3.203], [-3.563, -6.130, 2.788], [4.582, 1.547, 1.110], [0.321, 3.462, -0.117], [4.559, 4.684, 0.434], [1.911, 1.147, -3.133], [-5.146, -4.439, 1.865], [-1.906, 4.555, -0.717], [4.609, 4.744, -2.306], [3.471, 3.074, -2.797], [6.738, 1.598, -1.723], [-1.203, -5.335, 3.550], [5.733, 3.546, -3.086], [6.320, 4.790, 0.245], [6.796, 1.848, 0.050], [-6.523, -2.495, 1.131], [6.373, 4.878, -2.148], [-4.029, 3.134, -0.562], [-5.735, 1.618, -0.353], [5.612, 3.488, 1.240], [0.170, -4.513, -1.498], [0.232, 1.230, 1.045]]
}

What DFT total energy values result from the calculations? In sequence: -997.45695; -2726.01956; -794.20937; -309.70196; -3327.50854 Eh.
What largest force on an atom values result from the calculations? In sequence: 4.75; 2.18; 6.22; 0.56; 5.25 eV Å⁻¹.